Model P:
Below is a single C4H4O3 molecule, with properties calculated with ωB97M-V/def2-TZVPD.

LUMO level   0.77 eV
Total charge   0
HOMO-LUMO gap   11.03 eV
HOMO level   -0.377 Eh
SMILES   O=C(O)OC1C=C1

Last columns: bonded neighbours and bond lengths (Å).
CARTESIAN COORDINATES (ANGSTROEM)
1 O -0.874 -2.001 0.854  C2 1.223
2 C -1.196 -0.823 0.784  O1 1.223, O3 1.374, O4 1.323
3 O -2.204 -0.176 1.459  C2 1.374, H8 1.022
4 O -0.700 0.122 0.002  C2 1.323, C5 1.452
5 C 0.633 -0.058 -0.545  O4 1.452, C6 1.456, C7 1.562, H9 1.078
6 C 1.608 1.019 -0.442  C5 1.456, C7 1.355, H10 1.033
7 C 1.103 0.891 -1.692  C5 1.562, C6 1.355, H11 1.094
8 H -2.539 -0.742 2.240  O3 1.022
9 H 0.835 -1.042 -0.152  C5 1.078
10 H 2.238 1.522 0.205  C6 1.033
11 H 1.097 1.288 -2.712  C7 1.094

These are the natural (NBO) partial charges, in e, on atoms 1 to 2: O -0.6345; C 0.9853

Model Q:
Below is a single C4H4O3 molecule, with properties calculated with ωB97M-V/def2-TZVPD.

LUMO level   0.25 eV
Total charge   0
HOMO-LUMO gap   10.43 eV
HOMO level   -0.374 Eh
SMILES   O=CC1(C=O)CO1

Last columns: bonded neighbours and bond lengths (Å).
CARTESIAN COORDINATES (ANGSTROEM)
1 O 1.660 -0.255 1.648  C2 1.204
2 C 1.407 -0.350 0.474  O1 1.204, C3 1.516, H8 1.106
3 C 0.083 0.091 -0.118  C2 1.516, C4 1.496, C6 1.467, O7 1.424
4 C -0.538 -0.838 -1.112  C3 1.496, O5 1.207, H9 1.109
5 O -0.261 -2.012 -1.145  C4 1.207
6 C -0.771 1.011 0.641  C3 1.467, O7 1.416, H10 1.090, H11 1.088
7 O 0.010 1.475 -0.446  C3 1.424, C6 1.416
8 H 2.144 -0.734 -0.255  C2 1.106
9 H -1.263 -0.367 -1.808  C4 1.109
10 H -1.848 1.008 0.474  C6 1.090
11 H -0.428 1.307 1.630  C6 1.088

These are the natural (NBO) partial charges, in e, on atoms 1 to 2: O -0.4796; C 0.4355

Model R:
Below is a single C4H4O3 molecule, with properties calculated with ωB97M-V/def2-TZVPD.

LUMO level   -0.80 eV
Total charge   0
HOMO-LUMO gap   8.94 eV
HOMO level   -0.358 Eh
SMILES   C=C(O)C(=O)C=O

Last columns: bonded neighbours and bond lengths (Å).
CARTESIAN COORDINATES (ANGSTROEM)
1 C -1.819 0.005 0.000  C2 1.334, H8 1.081, H9 1.087
2 C -0.524 -0.090 -0.310  C1 1.334, O3 1.357, C4 1.497
3 O -0.052 -0.231 -1.574  C2 1.357, H10 0.967
4 C 0.534 -0.116 0.749  C2 1.497, O5 1.213, C6 1.536
5 O 0.273 -0.336 1.913  C4 1.213
6 C 2.010 0.151 0.421  C4 1.536, O7 1.202, H11 1.110
7 O 2.404 0.776 -0.527  C6 1.202
8 H -2.149 0.213 1.009  C1 1.081
9 H -2.573 -0.135 -0.770  C1 1.087
10 H -0.780 -0.017 -2.174  O3 0.967
11 H 2.681 -0.231 1.219  C6 1.110

These are the natural (NBO) partial charges, in e, on atoms 1 to 2: C -0.4336; C 0.1977

Model S:
Below is a 2-piece molecular cluster, C4H4O3 overall, with properties calculated with ωB97M-V/def2-TZVPD.

LUMO level   -0.19 eV
Total charge   0
HOMO-LUMO gap   9.60 eV
HOMO level   -0.360 Eh

Last columns: bonded neighbours and bond lengths (Å).
CARTESIAN COORDINATES (ANGSTROEM)
1 O 2.373 1.667 1.117  C2 1.134
2 C 1.552 1.460 0.364  O1 1.134
3 C -0.805 0.106 0.014  C4 1.501, O5 1.211, C6 1.533
4 C -0.096 -0.981 0.769  C3 1.501, H8 1.094, H9 1.097, H10 1.093
5 O -1.591 0.886 0.504  C3 1.211
6 C -0.583 0.185 -1.500  C3 1.533, O7 1.205, H11 1.106
7 O 0.492 0.086 -2.037  C6 1.205
8 H 0.942 -1.078 0.438  C4 1.094
9 H -0.616 -1.921 0.548  C4 1.097
10 H -0.152 -0.790 1.844  C4 1.093
11 H -1.517 0.380 -2.060  C6 1.106

These are the natural (NBO) partial charges, in e, on atoms 1 to 2: O -0.4965; C 0.5109

Energies relative to the minimum, kcal/mol: model P 36.8; model Q 23.1; model R 10.5; model S 0.0

Model P:
Below is a single C4H4O3 molecule, with properties calculated with ωB97M-V/def2-TZVPD.

LUMO level   -0.90 eV
Total charge   0
HOMO-LUMO gap   9.16 eV
HOMO level   -0.370 Eh
SMILES   O=CC(=O)[C@@H]1CO1

Last columns: bonded neighbours and bond lengths (Å).
CARTESIAN COORDINATES (ANGSTROEM)
1 O 2.382 0.907 -0.588  C2 1.205
2 C 1.987 0.446 0.453  O1 1.205, C3 1.528, H8 1.107
3 C 0.552 -0.041 0.648  C2 1.528, O4 1.210, C5 1.501
4 O 0.208 -0.417 1.745  C3 1.210
5 C -0.348 -0.049 -0.554  C3 1.501, C6 1.467, O7 1.424, H9 1.088
6 C -1.788 -0.230 -0.342  C5 1.467, O7 1.411, H10 1.088, H11 1.089
7 O -0.982 -1.305 -0.773  C5 1.424, C6 1.411
8 H 2.619 0.335 1.356  C2 1.107
9 H 0.028 0.447 -1.447  C5 1.088
10 H -2.155 -0.311 0.680  C6 1.088
11 H -2.479 0.166 -1.084  C6 1.089

These are the natural (NBO) partial charges, in e, on atoms 1 to 2: O -0.4673; C 0.3463

Model Q:
Below is a single C4H4O3 molecule, with properties calculated with ωB97M-V/def2-TZVPD.

LUMO level   -1.06 eV
Total charge   0
HOMO-LUMO gap   8.73 eV
HOMO level   -0.360 Eh
SMILES   CC(=O)C(=O)C=O

Last columns: bonded neighbours and bond lengths (Å).
CARTESIAN COORDINATES (ANGSTROEM)
1 C 1.534 -0.068 -0.397  C2 1.502, H8 1.096, H9 1.092, H10 1.096
2 C 0.158 0.342 -0.839  C1 1.502, O3 1.208, C4 1.536
3 O -0.198 0.469 -1.986  C2 1.208
4 C -0.862 0.635 0.272  C2 1.536, O5 1.207, C6 1.528
5 O -1.136 1.750 0.643  C4 1.207
6 C -1.547 -0.579 0.898  C4 1.528, O7 1.206, H11 1.107
7 O -1.236 -1.702 0.589  C6 1.206
8 H 1.985 0.728 0.208  C1 1.096
9 H 2.157 -0.270 -1.271  C1 1.092
10 H 1.464 -0.966 0.227  C1 1.096
11 H -2.318 -0.338 1.655  C6 1.107

These are the natural (NBO) partial charges, in e, on atoms 1 to 2: C -0.7266; C 0.5153

Model R:
Below is a single C4H4O3 molecule, with properties calculated with ωB97M-V/def2-TZVPD.

LUMO level   -1.07 eV
Total charge   0
HOMO-LUMO gap   8.69 eV
HOMO level   -0.359 Eh
SMILES   CC(=O)C(=O)C=O

Last columns: bonded neighbours and bond lengths (Å).
CARTESIAN COORDINATES (ANGSTROEM)
1 C 0.939 0.046 -1.109  C2 1.517, H8 1.098, H9 1.094, H10 1.089
2 C -0.439 0.575 -0.761  C1 1.517, O3 1.204, C4 1.595
3 O -1.238 1.026 -1.539  C2 1.204
4 C -0.848 0.472 0.778  C2 1.595, O5 1.206, C6 1.526
5 O -1.583 1.238 1.350  C4 1.206
6 C -0.346 -0.783 1.485  C4 1.526, O7 1.207, H11 1.105
7 O -0.319 -1.823 0.872  C6 1.207
8 H 1.720 0.742 -0.777  C1 1.098
9 H 1.071 -0.139 -2.179  C1 1.094
10 H 1.068 -0.893 -0.573  C1 1.089
11 H -0.047 -0.698 2.546  C6 1.105

These are the natural (NBO) partial charges, in e, on atoms 1 to 2: C -0.7369; C 0.5063

Energies relative to the minimum, kcal/mol: model P 22.0; model Q 0.0; model R 5.1